No. 1
This record from the Open Molecules 2025 dataset describes C24H37As3N3O2Se2Te2V as an isolated structure. The level of theory is ωB97M-V/def2-TZVPD.

Values from the calculation:
- lowest unoccupied orbital energy (alpha / beta) (eV) = 2.082 / 2.138
- 2S+1 = 4
- HOMO energy (alpha / beta) (eV) = -2.6 / -4.3
- net charge = -1
- HOMO-LUMO gap (alpha / beta) (Ha) = 0.1705 / 0.2378
- expectation value of S² = 3.79

CARTESIAN COORDINATES (ANGSTROEM)
V 0.86 0.46 -0.21
O 0.63 -4.76 1.33
C 0.02 -4.84 0.14
C -0.50 -6.08 -0.26
C -1.12 -6.21 -1.49
C -1.25 -5.11 -2.34
C -0.75 -3.89 -1.94
C -0.12 -3.73 -0.70
C 0.37 -2.40 -0.30
O 0.17 -1.40 -1.04
N 1.00 -2.35 0.89
N 1.36 -1.07 1.14
C 2.04 -0.77 2.20
C 2.40 0.62 2.35
C 3.20 1.07 3.40
C 3.51 2.42 3.48
C 3.01 3.29 2.51
C 2.22 2.77 1.50
N 1.91 1.47 1.41
H 0.97 -3.83 1.41
H -0.38 -6.92 0.41
H -1.51 -7.18 -1.78
H -1.73 -5.22 -3.30
H -0.82 -3.01 -2.57
H 2.38 -1.53 2.90
H 3.57 0.37 4.13
H 4.12 2.79 4.29
H 3.23 4.34 2.53
H 1.79 3.40 0.73
C -0.92 1.46 2.95
As -1.40 0.66 1.23
C -2.13 -1.01 1.93
C -2.93 1.86 0.97
C -4.08 1.60 -0.02
C -5.00 0.53 0.57
C -3.60 1.21 -1.42
As -3.02 -0.66 -1.72
C -4.66 -1.29 -2.62
C -2.02 -0.26 -3.36
C -4.91 2.90 -0.10
As -4.37 4.67 -0.82
C -3.62 4.28 -2.59
C -2.67 5.08 0.08
H -1.78 1.47 3.62
H -0.57 2.48 2.79
H -0.11 0.89 3.41
H -2.95 -0.81 2.63
H -1.33 -1.53 2.45
H -2.48 -1.63 1.11
H -2.43 2.79 0.70
H -3.36 2.01 1.97
H -4.48 -0.43 0.69
H -5.86 0.36 -0.09
H -5.38 0.83 1.54
H -2.74 1.82 -1.71
H -4.39 1.41 -2.15
H -4.98 -0.57 -3.38
H -5.46 -1.43 -1.89
H -4.45 -2.24 -3.09
H -2.56 0.46 -3.97
H -1.88 -1.18 -3.93
H -1.05 0.15 -3.09
H -5.28 3.15 0.90
H -5.81 2.68 -0.70
H -4.34 3.73 -3.19
H -2.68 3.73 -2.54
H -3.43 5.24 -3.08
H -2.78 4.98 1.16
H -2.45 6.13 -0.14
H -1.84 4.47 -0.28
Se -0.03 2.61 -1.32
Te 1.66 3.23 -3.09
Te 3.89 2.39 -1.78
Se 3.18 0.01 -1.47

Mulliken charges, unit e, in atom order: number 1, V, carries 0.32; number 2, O, carries -0.70; number 3, C, carries 0.46; number 4, C, carries -0.70; number 5, C, carries -0.24; number 6, C, carries -0.96; number 7, C, carries -0.53; number 8, C, carries 0.04; number 9, C, carries 0.95; number 10, O, carries -0.87; number 11, N, carries -1.28; number 12, N, carries 0.60; number 13, C, carries -0.65; number 14, C, carries 0.54; number 15, C, carries -1.12; number 16, C, carries -0.34; number 17, C, carries -0.96; number 18, C, carries -0.36; number 19, N, carries 0.89; number 20, H, carries 0.73; number 21, H, carries 0.42; number 22, H, carries 0.36; number 23, H, carries 0.41; number 24, H, carries 0.52; number 25, H, carries 0.32; number 26, H, carries 0.43; number 27, H, carries 0.39; number 28, H, carries 0.43; number 29, H, carries 0.44; number 30, C, carries -1.49; number 31, As, carries 1.36; number 32, C, carries -1.31; number 33, C, carries -1.19; number 34, C, carries 3.48; number 35, C, carries -2.24; number 36, C, carries -1.01; number 37, As, carries 0.63; number 38, C, carries -1.41; number 39, C, carries -1.25; number 40, C, carries -2.32; number 41, As, carries 0.34; number 42, C, carries -0.89; number 43, C, carries -0.67; number 44, H, carries 0.55; number 45, H, carries 0.30; number 46, H, carries 0.40; number 47, H, carries 0.43; number 48, H, carries 0.48; number 49, H, carries 0.16; number 50, H, carries -0.64; number 51, H, carries 0.63; number 52, H, carries 0.36; number 53, H, carries 0.43; number 54, H, carries 0.44; number 55, H, carries -0.50; number 56, H, carries 0.77; number 57, H, carries 0.37; number 58, H, carries 0.36; number 59, H, carries 0.44; number 60, H, carries 0.49; number 61, H, carries 0.45; number 62, H, carries 0.10; number 63, H, carries 0.50; number 64, H, carries 0.58; number 65, H, carries 0.31; number 66, H, carries 0.05; number 67, H, carries 0.43; number 68, H, carries 0.31; number 69, H, carries 0.43; number 70, H, carries -0.10; number 71, Se, carries -0.36; number 72, Te, carries -0.17; number 73, Te, carries -0.22; number 74, Se, carries -0.35



No. 2
This record from the Open Molecules 2025 dataset describes C24H37AsGeIN2O2Ti as an isolated structure. The level of theory is ωB97M-V/def2-TZVPD.

Values from the calculation:
- lowest unoccupied orbital energy (alpha / beta) (eV) = 2.653 / 2.653
- HOMO energy (alpha / beta) (eV) = -2.7 / -2.7
- net charge = -1
- HOMO-LUMO gap (alpha / beta) (Ha) = 0.1971 / 0.1968

CARTESIAN COORDINATES (ANGSTROEM)
Ti -0.72 0.06 -0.56
C 1.88 3.72 -1.74
C 0.74 3.99 -0.80
N 0.55 5.27 -0.49
C -0.47 5.54 0.34
C -1.36 4.62 0.83
C -2.49 5.07 1.70
O -3.77 4.98 1.05
C -1.20 3.25 0.46
C -2.15 2.28 0.84
N -2.08 1.03 0.34
C -3.15 0.13 0.51
C -4.48 0.55 0.47
C -5.49 -0.39 0.47
C -5.17 -1.75 0.50
C -3.84 -2.15 0.56
C -2.79 -1.23 0.61
I -1.41 -0.61 -3.10
C -0.05 2.94 -0.31
O 0.32 1.67 -0.56
H 2.02 4.60 -2.37
H 1.68 2.85 -2.37
H 2.81 3.55 -1.20
H -0.59 6.59 0.62
H -2.31 6.10 2.00
H -2.56 4.46 2.60
H -3.60 4.96 0.10
H -2.99 2.54 1.47
H -4.69 1.60 0.38
H -6.52 -0.08 0.43
H -5.95 -2.49 0.49
H -3.62 -3.21 0.61
C 2.40 0.84 1.83
C 3.06 -0.35 1.13
As 2.16 -0.80 -0.56
C 3.18 0.41 -1.70
C 2.84 0.24 -3.18
C 3.09 -2.50 -0.99
C 4.61 -2.47 -0.97
H 2.95 1.11 2.73
H 1.37 0.61 2.11
H 2.36 1.71 1.18
H 3.05 -1.23 1.78
H 4.10 -0.13 0.89
H 4.24 0.26 -1.51
H 2.92 1.41 -1.37
H 3.11 -0.76 -3.54
H 3.36 0.97 -3.79
H 1.76 0.36 -3.35
H 2.72 -2.79 -1.98
H 2.70 -3.24 -0.29
H 5.01 -1.80 -1.73
H 5.01 -3.46 -1.17
H 4.99 -2.15 0.00
C 0.87 -3.51 1.79
Ge -0.71 -3.40 0.62
C -0.25 -3.97 -1.20
C -1.88 -4.85 1.30
C -1.34 -1.57 0.73
H 0.55 -3.66 2.82
H 1.46 -2.60 1.75
H 1.51 -4.35 1.50
H 0.23 -4.95 -1.19
H 0.42 -3.25 -1.68
H -1.14 -4.02 -1.82
H -1.26 -5.73 1.46
H -2.67 -5.11 0.59
H -2.34 -4.58 2.25
H -0.94 -1.14 1.66

natural (NBO) charges, unit e, in atom order: number 1, Ti, carries 1.37; number 2, C, carries -0.64; number 3, C, carries 0.18; number 4, N, carries -0.50; number 5, C, carries 0.02; number 6, C, carries -0.15; number 7, C, carries -0.08; number 8, O, carries -0.73; number 9, C, carries -0.03; number 10, C, carries -0.20; number 11, N, carries -0.64; number 12, C, carries 0.18; number 13, C, carries -0.25; number 14, C, carries -0.22; number 15, C, carries -0.24; number 16, C, carries -0.16; number 17, C, carries -0.07; number 18, I, carries -0.47; number 19, C, carries 0.22; number 20, O, carries -0.82; number 21, H, carries 0.22; number 22, H, carries 0.22; number 23, H, carries 0.21; number 24, H, carries 0.17; number 25, H, carries 0.16; number 26, H, carries 0.17; number 27, H, carries 0.47; number 28, H, carries 0.20; number 29, H, carries 0.22; number 30, H, carries 0.20; number 31, H, carries 0.20; number 32, H, carries 0.20; number 33, C, carries -0.61; number 34, C, carries -0.71; number 35, As, carries 0.95; number 36, C, carries -0.72; number 37, C, carries -0.62; number 38, C, carries -0.71; number 39, C, carries -0.62; number 40, H, carries 0.20; number 41, H, carries 0.21; number 42, H, carries 0.22; number 43, H, carries 0.21; number 44, H, carries 0.21; number 45, H, carries 0.20; number 46, H, carries 0.25; number 47, H, carries 0.20; number 48, H, carries 0.20; number 49, H, carries 0.24; number 50, H, carries 0.22; number 51, H, carries 0.23; number 52, H, carries 0.20; number 53, H, carries 0.21; number 54, H, carries 0.20; number 55, C, carries -1.08; number 56, Ge, carries 1.63; number 57, C, carries -1.09; number 58, C, carries -1.09; number 59, C, carries -1.19; number 60, H, carries 0.22; number 61, H, carries 0.22; number 62, H, carries 0.22; number 63, H, carries 0.21; number 64, H, carries 0.23; number 65, H, carries 0.24; number 66, H, carries 0.22; number 67, H, carries 0.22; number 68, H, carries 0.22; number 69, H, carries 0.24



Result set for energy: -14241.85750, -6656.69251 Ha, one per record in the order listed.
Result set for ΔE to the lowest compared entry with this formula, charge and spin: 0.829, 0.000 eV, one per record in the order listed.